Record 1
# C6H17NSi

A molecular structure, C6H17NSi (ωB97M-V/def2-TZVPD, OMol25).

Results
E_LUMO, Ha: 0.0341
Gap between HOMO and LUMO, eV: 8.93
Energy above the lowest of the compared OMol25 structures with the same formula, charge and spin, kJ/mol: 203.7

The geometry in ORCA input format:
```
! RIJCOSX wB97M-V def2-TZVPD def2/J DEFGRID3
* xyz 0 1
C 2.18 0.80 0.81
C 2.03 -0.41 -1.37
C -2.68 0.33 -0.66
C -1.08 1.93 0.29
C -0.91 -2.42 0.15
C 1.55 -0.44 0.12
N -1.29 0.52 -0.16
Si -0.25 -0.74 0.51
H 3.33 0.74 0.62
H 1.71 1.70 0.34
H 2.27 1.04 1.97
H 3.07 -0.48 -1.26
H 1.75 0.61 -1.63
H 1.53 -1.16 -1.98
H -2.72 0.63 -1.69
H -3.15 -0.61 -0.44
H -3.26 1.15 -0.01
H 0.02 1.78 0.49
H -1.34 2.78 -0.34
H -1.70 2.12 1.17
H -1.63 -2.53 -0.54
H 0.01 -2.91 -0.25
H -1.15 -3.04 1.07
H 1.99 -1.31 0.63
H -0.27 -0.05 2.16
*
```

Löwdin atomic charge list, values in e, 6 entries: C -0.18; C -0.09; C -0.13; C -0.14; C -0.17; C -0.53



Record 2
# C20H32N5OPdS2Sb

A molecular structure, C20H32N5OPdS2Sb (ωB97M-V/def2-TZVPD, OMol25).

Results
E_LUMO (spin up / spin down), Ha: -0.2848 / -0.2842
Gap between HOMO and LUMO (spin up / spin down), eV: 5.51 / 5.52

The geometry in ORCA input format:
```
! RIJCOSX wB97M-V def2-TZVPD def2/J DEFGRID3
* xyz 2 1
Pd -0.18 -0.04 -0.66
O -2.07 1.55 -0.87
C -2.07 1.94 -2.25
C -2.97 1.05 -3.12
C -2.60 -0.44 -2.97
C -1.31 -0.77 -3.66
C -1.29 -1.22 -4.98
C -0.09 -1.52 -5.58
C 1.08 -1.36 -4.85
C 0.98 -0.92 -3.54
N -0.18 -0.62 -2.95
H -2.97 1.65 -0.54
H -1.03 1.88 -2.58
H -2.39 2.99 -2.33
H -2.86 1.36 -4.15
H -4.02 1.19 -2.84
H -3.40 -1.03 -3.43
H -2.52 -0.71 -1.91
H -2.22 -1.35 -5.51
H -0.05 -1.87 -6.60
H 2.04 -1.59 -5.27
H 1.87 -0.79 -2.93
N 3.55 -0.04 -1.08
C 3.00 -1.17 -0.60
N 1.72 -1.34 -0.40
C 1.43 -2.60 0.07
C 2.52 -3.41 0.22
S 3.96 -2.59 -0.24
C 0.05 -2.92 0.40
C -0.46 -4.10 0.84
S -2.15 -3.95 1.20
C -2.07 -2.29 0.71
N -0.88 -1.91 0.32
N -3.13 -1.45 0.69
H 2.98 0.78 -1.18
H 4.55 0.06 -1.14
H 2.56 -4.41 0.58
H 0.04 -5.03 0.98
H -3.99 -1.70 1.14
H -2.92 -0.47 0.55
C 2.64 0.82 3.86
C 1.95 0.07 2.74
Sb 0.47 1.23 1.61
C -1.25 1.18 2.98
C -0.90 1.21 4.45
C 1.24 3.29 1.72
C 0.99 3.98 3.04
H 3.35 0.16 4.35
H 1.94 1.17 4.61
H 3.20 1.67 3.48
H 1.41 -0.80 3.14
H 2.68 -0.29 2.02
H -1.78 0.25 2.73
H -1.89 2.02 2.71
H -0.28 0.36 4.73
H -1.82 1.15 5.03
H -0.39 2.13 4.72
H 0.78 3.84 0.90
H 2.31 3.21 1.52
H -0.07 4.07 3.25
H 1.40 4.99 2.99
H 1.48 3.47 3.87
*
```

Löwdin atomic charge list, values in e, 6 entries: Pd 0.63; O -0.17; C -0.23; C -0.14; C -0.14; C -0.27



Record 3
# C21H36B2BrN2O10

3 unconnected molecules or ions with the total composition C21H36B2BrN2O10 (ωB97M-V/def2-TZVPD, OMol25).

Results
E_LUMO, Ha: -0.1514
Gap between HOMO and LUMO, eV: 8.54
Energy above the lowest of the compared OMol25 structures with the same formula, charge and spin, kJ/mol: 185.1

The geometry in ORCA input format:
```
! RIJCOSX wB97M-V def2-TZVPD def2/J DEFGRID3
* xyz 1 1
C 3.99 -1.34 1.70
C 3.20 -2.71 1.67
O 2.06 -2.70 2.57
B 0.90 -3.08 1.87
O 0.67 -4.45 1.70
C -0.04 -1.92 1.28
C 0.45 -0.96 0.31
N -0.62 -0.14 -0.01
C -0.48 0.93 -1.02
C 0.95 1.02 -1.66
O 1.70 1.85 -1.26
Br 1.39 -0.29 -3.06
C -1.75 -0.52 0.70
B -3.16 0.22 0.54
O -3.14 1.61 0.23
C -4.60 -0.46 0.65
C -5.59 0.64 1.27
N -1.38 -1.60 1.48
C -2.28 -2.35 2.38
C -2.65 -3.80 1.88
C -4.06 -4.28 2.47
C -2.74 -3.97 0.31
H 3.27 -0.52 1.43
H 4.83 -1.32 0.97
H 4.37 -1.14 2.73
H 2.88 -2.89 0.60
H 3.93 -3.51 1.97
H 0.44 -4.90 2.54
H 1.49 -1.00 -0.05
H -1.23 0.73 -1.83
H -0.73 1.93 -0.58
H -2.80 2.13 0.98
H -4.99 -0.71 -0.38
H -4.63 -1.41 1.23
H -5.81 1.45 0.54
H -5.07 1.05 2.18
H -6.56 0.17 1.56
H -3.18 -1.73 2.66
H -1.72 -2.48 3.35
H -1.89 -4.50 2.28
H -4.01 -5.40 2.44
H -4.90 -4.00 1.79
H -4.25 -3.89 3.50
H -2.26 -4.96 0.07
H -2.19 -3.20 -0.28
H -3.80 -4.00 -0.05
C 4.39 4.16 2.26
C 5.40 3.16 2.77
C 6.80 3.36 2.26
O 7.35 2.05 2.38
C 6.31 1.18 2.26
O 6.42 0.00 2.14
O 5.11 1.84 2.30
H 4.46 5.10 2.81
H 4.55 4.38 1.20
H 3.38 3.77 2.35
H 5.37 3.13 3.87
H 7.37 4.08 2.85
H 6.84 3.65 1.21
C -0.87 1.55 -4.57
C -0.87 2.44 -5.79
C -1.88 3.55 -5.76
O -2.08 3.80 -7.15
C -1.84 2.63 -7.80
O -2.08 2.43 -8.94
O -1.28 1.71 -6.95
H -0.32 2.02 -3.75
H -1.88 1.35 -4.22
H -0.41 0.59 -4.79
H 0.14 2.81 -5.98
H -1.51 4.44 -5.25
H -2.83 3.26 -5.32
*
```

Löwdin atomic charge list, values in e, 6 entries: C -0.07; C -0.20; O 0.03; B -0.52; O 0.16; C 0.04



Record 4
# C10H16ClI2NOPTb

A molecular structure, C10H16ClI2NOPTb (ωB97M-V/def2-TZVPD, OMol25).

Results
E_LUMO (spin up / spin down), Ha: -0.3546 / -0.3542
Gap between HOMO and LUMO (spin up / spin down), eV: 6.30 / 6.36
Energy above the lowest of the compared OMol25 structures with the same formula, charge and spin, kJ/mol: 0.0

The geometry in ORCA input format:
```
! RIJCOSX wB97M-V def2-TZVPD def2/J DEFGRID3
* xyz 2 7
I -2.29 -1.59 -1.21
I -2.34 1.33 -1.02
Tb 0.89 -0.15 -0.45
P 0.49 -0.01 -3.46
C -1.08 -0.01 -4.40
C 1.33 1.41 -4.27
H 2.34 -1.52 -3.88
H 1.48 -1.15 -5.41
H 0.78 -2.30 -4.23
C 1.36 -1.37 -4.34
H 2.29 1.59 -3.77
H 1.50 1.23 -5.34
H -0.86 0.01 -5.48
H -1.65 0.89 -4.10
H 0.71 2.31 -4.14
H -1.66 -0.90 -4.12
C -3.90 0.30 1.11
O -4.56 -0.23 1.86
Cl 3.32 0.23 -0.61
C -0.10 0.15 6.07
C 0.07 0.02 4.59
C 1.12 0.68 3.95
C 1.28 0.57 2.58
N 0.42 -0.19 1.83
C -0.63 -0.81 2.45
C -0.82 -0.74 3.82
H 0.80 -0.20 6.58
H -0.26 1.19 6.38
H -0.96 -0.44 6.40
H 1.81 1.29 4.54
H 2.09 1.05 2.01
H -1.32 -1.36 1.80
H -1.65 -1.26 4.30
*
```

Löwdin atomic charge list, values in e, 6 entries: I 0.41; I 0.47; Tb 1.06; P 0.63; C -0.32; C -0.26



Record 5
# C6H10O2

A molecular structure, C6H10O2 (ωB97M-V/def2-TZVPD, OMol25).

Results
E_LUMO, Ha: 0.0334
Gap between HOMO and LUMO, eV: 9.42
Energy above the lowest of the compared OMol25 structures with the same formula, charge and spin, kJ/mol: 858.6

The geometry in ORCA input format:
```
! RIJCOSX wB97M-V def2-TZVPD def2/J DEFGRID3
* xyz 0 1
C -2.13 -0.51 -0.56
C -1.23 -0.16 0.60
C -0.49 1.12 0.30
C 1.68 0.54 0.31
C 2.62 -0.61 -0.24
C 1.07 -0.77 -0.14
H -1.54 -0.95 -1.50
H -2.68 0.68 -0.90
H -3.09 -1.43 -0.45
H -1.51 0.17 1.71
H -1.09 1.84 -0.23
H -0.61 1.90 1.13
H 1.72 0.78 1.45
H 2.53 -0.74 -1.31
H 3.36 -1.20 0.45
H 0.74 -0.83 -1.04
O 0.74 1.42 -0.36
O -0.07 -1.22 0.77
*
```

Löwdin atomic charge list, values in e, 6 entries: C -0.09; C -0.33; C -0.26; C -0.20; C 0.04; C -0.24



Record 6
# C31H29N5OPtS2

A molecular structure, C31H29N5OPtS2 (ωB97M-V/def2-TZVPD, OMol25).

Results
E_LUMO, Ha: -0.2304
Gap between HOMO and LUMO, eV: 6.19
Energy above the lowest of the compared OMol25 structures with the same formula, charge and spin, kJ/mol: 0.0

The geometry in ORCA input format:
```
! RIJCOSX wB97M-V def2-TZVPD def2/J DEFGRID3
* xyz 2 1
Pt -0.12 0.08 0.03
C -0.57 0.52 4.31
C -1.53 -0.43 4.58
C -2.04 -1.19 3.53
C -1.54 -1.00 2.26
N -0.56 -0.08 2.01
C -0.11 0.67 3.01
C -2.05 -1.70 1.06
C -2.88 -2.81 1.01
C -3.20 -3.34 -0.23
C -2.70 -2.78 -1.40
C -1.88 -1.67 -1.30
N -1.61 -1.16 -0.09
C -1.17 -0.97 -2.40
C -1.48 -1.09 -3.73
C -0.75 -0.34 -4.66
C 0.25 0.50 -4.22
C 0.50 0.59 -2.86
N -0.18 -0.14 -1.98
H -0.16 1.14 5.10
H -1.91 -0.57 5.58
H -2.83 -1.91 3.70
H 0.62 1.43 2.75
H -3.23 -3.28 1.92
H -3.84 -4.22 -0.29
H -2.93 -3.22 -2.36
H -2.28 -1.74 -4.05
H -0.98 -0.42 -5.71
H 0.83 1.10 -4.91
H 1.26 1.24 -2.44
O 1.74 0.98 -0.04
S 2.76 0.89 1.11
C 4.28 1.30 0.34
C 4.56 0.90 -0.96
C 5.79 1.22 -1.50
C 6.73 1.92 -0.75
C 6.43 2.32 0.55
C 5.19 2.02 1.10
C 2.95 -0.83 1.48
C 3.24 -1.16 2.80
C 3.39 -2.49 3.14
C 3.22 -3.48 2.18
C 2.92 -3.14 0.86
C 2.78 -1.81 0.50
H 3.82 0.36 -1.54
H 6.03 0.91 -2.51
H 7.69 2.16 -1.18
H 7.16 2.88 1.12
H 4.94 2.34 2.10
H 3.36 -0.38 3.54
H 3.63 -2.76 4.16
H 3.33 -4.52 2.45
H 2.80 -3.91 0.12
H 2.58 -1.53 -0.52
S -1.13 2.75 -0.11
C -2.68 2.32 -0.65
N -2.98 2.32 -1.95
C -4.32 2.08 -2.49
C -5.35 2.47 -1.44
C -5.04 1.73 -0.15
N -3.65 1.97 0.22
H -2.26 2.67 -2.55
H -4.43 1.03 -2.76
H -4.44 2.68 -3.39
H -6.36 2.23 -1.79
H -5.30 3.54 -1.26
H -5.21 0.65 -0.28
H -5.67 2.07 0.66
H -3.40 2.07 1.18
*
```

Löwdin atomic charge list, values in e, 6 entries: Pt 1.13; C 0.00; C 0.00; C 0.03; C -0.18; N -0.06



Record 7
# C3H5N3S

C3H5N3S in the gas phase (ωB97M-V/def2-TZVPD, OMol25).

Results
E_LUMO, Ha: -0.0128
Gap between HOMO and LUMO, eV: 8.51
Energy above the lowest of the compared OMol25 structures with the same formula, charge and spin, kJ/mol: 383.4

The geometry in ORCA input format:
```
! RIJCOSX wB97M-V def2-TZVPD def2/J DEFGRID3
* xyz 0 1
H -2.22 -0.42 1.16
N -1.93 -1.10 0.27
C -0.86 -0.70 -0.36
N -0.13 0.55 -0.19
C -0.47 1.32 0.89
S 0.37 2.37 1.74
N 1.26 0.63 -0.60
C 1.85 -0.56 -0.71
H -0.53 -1.22 -1.33
H -1.52 1.31 1.01
H 1.38 -1.52 -0.43
H 2.80 -0.65 -1.45
*
```

Löwdin atomic charge list, values in e, 6 entries: H 0.11; N 0.07; C -0.26; N -0.18; C -0.76; S 0.70



Record 8
# C20H34N6O2

C20H34N6O2 in the gas phase (ωB97M-V/def2-TZVPD, OMol25).

Results
E_LUMO, Ha: 0.0135
Gap between HOMO and LUMO, eV: 8.92
Energy above the lowest of the compared OMol25 structures with the same formula, charge and spin, kJ/mol: 91.1

The geometry in ORCA input format:
```
! RIJCOSX wB97M-V def2-TZVPD def2/J DEFGRID3
* xyz 0 1
C 0.83 2.81 1.90
C -0.36 1.89 1.95
C -1.60 2.34 2.09
C -2.83 1.47 2.04
C -2.50 0.12 1.40
C -3.65 -0.85 1.52
O -4.12 -1.11 2.62
N -4.10 -1.46 0.38
C -5.12 -2.49 0.48
C -3.59 -1.17 -0.95
C -2.27 -1.88 -1.24
C -1.72 -1.58 -2.65
C -1.39 -2.84 -3.43
N -0.51 -0.76 -2.57
C -0.56 0.53 -2.15
O -1.60 1.09 -1.86
C 0.76 1.20 -2.01
C 1.99 0.66 -1.70
N 2.81 1.72 -1.63
C 4.22 1.77 -1.28
C 4.45 1.48 0.19
N 4.14 0.10 0.54
C 3.91 -0.03 1.97
C 5.17 -0.82 0.11
N 2.14 2.85 -1.89
N 0.91 2.55 -2.11
C -1.26 -0.46 2.09
C -0.06 0.42 1.81
H 1.34 2.70 0.94
H 0.53 3.85 2.00
H 1.54 2.58 2.69
H -1.76 3.41 2.20
H -3.24 1.30 3.04
H -3.61 1.98 1.46
H -2.24 0.32 0.36
H -5.32 -2.68 1.53
H -6.04 -2.18 0.00
H -4.77 -3.41 0.01
H -4.35 -1.50 -1.66
H -3.47 -0.10 -1.10
H -1.53 -1.59 -0.50
H -2.43 -2.96 -1.13
H -2.47 -1.00 -3.20
H -2.28 -3.46 -3.53
H -1.02 -2.61 -4.42
H -0.64 -3.44 -2.90
H 0.35 -1.12 -2.94
H 2.32 -0.34 -1.46
H 4.77 1.09 -1.92
H 4.54 2.79 -1.52
H 5.50 1.73 0.44
H 3.81 2.14 0.77
H 3.61 -1.06 2.20
H 4.81 0.20 2.56
H 3.10 0.63 2.28
H 4.88 -1.84 0.36
H 5.31 -0.77 -0.98
H 6.14 -0.61 0.58
H -1.47 -0.52 3.16
H -1.07 -1.49 1.75
H 0.33 0.24 0.80
H 0.76 0.16 2.50
*
```

Löwdin atomic charge list, values in e, 6 entries: C -0.06; C -0.29; C -0.04; C -0.13; C -0.24; C -0.42